Entry from the OMol25 dataset: a molecular structure, C31H57MnN2OP2S at a distorted geometry (wB97M-V/def2-TZVPD).

- spin multiplicity = 4
- charge = +3
- Kohn-Sham gap (alpha / beta) (eV) = 5.34 / 6.46
- E (eV) = -98806.4710
- <S²> = 3.89

Structure (XYZ):
```
95
Properties=species:S:1:pos:R:3:forces:R:3:mulliken_charge:R:1
C 1.266907 2.488605 -1.193077 0.063 -0.696 -0.043 -0.33
C -0.469369 3.130192 0.310529 0.204 0.073 -0.221 -0.03
C 1.368974 3.788663 -1.674694 -0.032 0.084 0.148 -0.73
C -0.265765 4.484292 -0.061417 -0.545 -0.542 0.500 -0.99
C 0.627364 4.803482 -1.064523 0.282 -0.080 -0.327 -0.87
H 2.057110 3.975868 -2.494202 -0.074 0.150 0.211 0.63
H -0.876926 5.234504 0.436760 0.189 -0.059 -0.187 0.61
H 0.758261 5.835974 -1.381196 -0.070 -0.177 0.058 0.49
N 0.352515 2.162677 -0.255430 0.081 0.171 0.212 1.50
P 2.482575 0.070502 -0.428123 0.981 0.537 -0.819 0.61
P -1.956531 0.988770 1.311104 -1.070 0.236 0.196 1.73
C 2.173024 1.375371 -1.711737 -0.408 0.278 -0.285 -1.31
H 1.699770 0.914439 -2.596125 0.099 0.163 0.349 0.63
H 3.123108 1.807863 -2.054314 -0.327 -0.115 0.068 0.56
C -1.494213 2.699128 1.187587 0.252 1.036 -0.175 -1.67
H -2.068637 3.479334 1.690688 0.130 -0.229 -0.133 0.44
C -3.445799 0.817993 0.092936 0.078 -0.150 -0.148 2.23
C -2.629756 0.807421 3.098924 0.197 -0.372 0.258 1.98
C 2.964481 -1.558866 -1.319615 -0.182 -0.212 0.050 2.27
C 3.959517 0.842289 0.481196 -0.072 -0.189 0.473 1.78
C -3.676481 -0.679203 -0.162667 0.016 -0.187 0.083 -1.31
H -3.905673 -1.235538 0.753225 -0.019 0.131 -0.278 0.21
H -4.529033 -0.800830 -0.849496 0.225 0.063 0.196 0.61
H -2.792542 -1.136828 -0.624427 -0.321 0.068 0.155 -0.15
C -4.720155 1.486706 0.628067 -0.095 0.028 0.087 -1.79
H -5.128373 0.995735 1.518044 0.115 0.199 -0.297 0.35
H -4.557444 2.552475 0.833859 -0.108 -0.232 -0.027 0.40
H -5.494029 1.421526 -0.153626 0.288 -0.012 0.173 0.55
C -3.085941 1.501070 -1.229827 0.239 0.093 -0.034 -1.40
H -3.952590 1.447773 -1.906309 0.264 0.000 0.214 0.66
H -2.837901 2.558670 -1.089926 -0.127 -0.115 -0.078 0.32
H -2.240900 1.005809 -1.719931 -0.175 0.249 0.065 -0.04
C -3.449223 -0.489661 3.196269 -0.106 -0.100 0.027 -1.72
H -2.859202 -1.351154 2.853972 -0.201 0.132 0.090 0.20
H -3.699956 -0.664152 4.253816 0.095 0.088 -0.292 0.56
H -4.393692 -0.450995 2.643570 0.264 -0.047 0.179 0.27
C -1.455574 0.682423 4.075145 0.275 -0.152 0.037 -1.69
H -0.879051 -0.231722 3.894049 -0.194 0.258 0.145 0.19
H -0.786346 1.547889 4.033703 -0.100 -0.032 0.069 0.32
H -1.860144 0.616708 5.098032 0.135 0.076 -0.353 0.66
C -3.449260 2.021610 3.557617 -0.234 0.173 -0.263 -1.75
H -4.351888 2.197337 2.969078 0.227 -0.004 0.187 0.28
H -3.772222 1.840353 4.594171 0.174 0.002 -0.294 0.52
H -2.845042 2.933378 3.556422 -0.112 -0.094 0.149 0.43
C 4.347052 -0.073314 1.658343 0.060 -0.027 0.105 -1.38
H 5.276494 0.317571 2.101051 -0.288 -0.186 -0.069 0.54
H 3.577309 -0.073316 2.439105 0.332 -0.010 -0.160 0.14
H 4.529633 -1.111429 1.353384 0.015 0.312 0.119 0.20
C 3.547350 2.213246 1.044606 -0.178 -0.046 -0.028 -1.54
H 3.304909 2.930257 0.250719 0.131 -0.065 0.207 0.29
H 2.696522 2.132727 1.729668 0.162 0.200 -0.093 0.19
H 4.397785 2.616172 1.613768 -0.278 -0.097 -0.143 0.66
C 5.178198 1.067882 -0.434272 0.162 -0.189 -0.086 -1.41
H 5.849859 1.783046 0.064767 -0.257 -0.180 -0.120 0.52
H 5.754198 0.151559 -0.593030 -0.168 0.347 0.037 0.46
H 4.914268 1.497204 -1.407495 0.188 -0.074 0.173 0.17
C 2.495994 -1.493112 -2.775011 -0.196 0.073 -0.215 -1.29
H 3.011476 -0.710419 -3.347240 -0.073 -0.209 0.122 0.34
H 2.714854 -2.452887 -3.269372 -0.030 0.262 0.227 0.69
H 1.416617 -1.327096 -2.840832 0.357 -0.042 -0.087 -0.45
C 2.239178 -2.705155 -0.592829 -0.132 -0.098 0.136 -1.49
H 1.149121 -2.576859 -0.596869 0.239 -0.064 -0.018 0.02
H 2.472945 -3.655981 -1.096478 -0.034 0.299 0.152 0.63
H 2.564064 -2.793681 0.453715 -0.007 -0.002 -0.239 0.20
C 4.467502 -1.866128 -1.336040 0.282 0.026 -0.026 -1.87
H 5.028982 -1.138309 -1.934950 -0.161 -0.267 0.190 0.42
H 4.902390 -1.941499 -0.333079 -0.050 0.017 -0.365 0.32
H 4.605175 -2.847789 -1.819989 -0.156 0.316 0.167 0.54
Mn 0.233839 0.341950 0.423944 -1.233 -1.860 -1.691 -0.45
C 0.954238 0.339681 2.040726 3.742 1.427 8.373 0.22
O 1.453636 0.446148 3.116332 -2.686 -0.771 -5.740 -0.30
N -0.427139 -0.690999 -1.145911 -0.874 -0.139 -2.885 -0.35
C -0.846834 -1.008134 -2.194307 0.247 -0.312 1.876 -0.15
C -1.514630 -1.588635 -3.409918 -0.030 0.055 -0.589 1.68
C -2.581712 -0.610069 -3.911595 -0.338 0.585 0.210 -1.52
C -0.502810 -1.820306 -4.539856 0.580 0.023 -0.093 -1.78
C -2.162423 -2.923286 -3.028270 -0.020 -0.390 0.692 -1.51
H -3.390583 -0.496538 -3.176108 0.229 0.001 -0.278 0.23
H -2.138696 0.375308 -4.115987 -0.216 -0.212 -0.009 0.38
H -3.024620 -0.982097 -4.846247 0.255 -0.028 0.322 0.52
H 0.219739 -2.601334 -4.271608 -0.132 0.213 -0.120 0.40
H -1.030148 -2.151711 -5.446749 0.041 0.127 0.416 0.49
H 0.032572 -0.893008 -4.786044 -0.073 -0.256 -0.022 0.38
H -2.635606 -3.377515 -3.909788 0.198 0.292 0.164 0.43
H -1.408668 -3.627507 -2.648026 -0.237 0.116 -0.109 0.38
H -2.936888 -2.783166 -2.261802 0.172 -0.098 -0.207 0.34
C -0.852738 -3.881908 2.171730 0.003 -0.159 -0.778 -1.55
S -0.146351 -2.241516 2.426343 -0.165 0.297 0.175 0.73
C 1.364598 -2.702403 3.302544 0.470 0.215 0.193 -1.02
H -1.653783 -3.787407 1.431768 0.107 -0.116 0.177 0.34
H -1.262619 -4.251631 3.117841 0.151 0.202 -0.135 0.45
H -0.072274 -4.550454 1.793315 -0.296 0.057 0.057 0.54
H 1.418912 -2.138853 4.245328 0.022 -0.259 -0.351 0.35
H 1.326976 -3.778002 3.515920 0.025 0.359 -0.060 0.55
H 2.238196 -2.477176 2.676685 -0.168 -0.159 0.301 0.10
```
Positions in Å, forces in eV/Å.



Entry from the OMol25 dataset: a molecular structure, C7H8O at a distorted geometry (wB97M-V/def2-TZVPD).

- spin multiplicity = 1
- charge = 0
- Kohn-Sham gap (eV) = 9.84
- E (eV) = -9433.3904

Structure (XYZ):
```
16
Properties=species:S:1:pos:R:3:forces:R:3:mulliken_charge:R:1
C -1.730687 0.065163 -0.622990 -0.636 0.695 -1.186 -0.69
C -0.251871 -0.041676 0.964159 0.556 -0.032 2.218 -0.07
C 0.333111 -1.024880 -0.064117 0.523 -0.816 0.583 -0.36
C 1.782231 -0.669863 -0.069539 1.051 1.388 0.508 -0.65
C 1.814572 0.684016 -0.009768 -0.349 -1.458 0.042 -0.55
C 0.343796 0.994552 0.019525 0.364 1.821 -0.154 -0.35
C -0.254550 -0.008877 -0.986200 -1.486 1.562 -1.143 -0.21
H -2.230420 1.051737 -0.943059 0.752 -1.363 0.570 0.29
H -2.303604 -0.766030 -1.055197 -0.048 0.131 0.307 0.34
H 0.008725 -0.044944 2.031775 -0.009 -0.175 -0.308 0.45
H -0.034511 -2.029973 -0.060152 0.098 -0.701 -0.089 0.52
H 2.638881 -1.286609 0.060084 0.316 -0.682 -0.179 0.41
H 2.658998 1.356225 0.076594 -0.177 -0.120 0.007 0.42
H 0.009809 2.039585 0.101338 0.035 -0.358 -0.251 0.45
H 0.037316 0.053229 -2.009427 0.098 -0.067 -0.855 0.49
O -1.625600 -0.045479 0.801454 -1.089 0.176 -0.072 -0.48
```
Positions in Å, forces in eV/Å.



Entry from the OMol25 dataset: a molecular structure, C21H23ClN6O9SeV (wB97M-V/def2-TZVPD).

- spin multiplicity = 3
- charge = +1
- Kohn-Sham gap (alpha / beta) (eV) = 7.92 / 7.96
- E (eV) = -153064.8151
- <S²> = 2.01

Structure (XYZ):
```
62
Properties=species:S:1:pos:R:3:forces:R:3:mulliken_charge:R:1
V -0.366663 -0.690744 -0.012286 0.015 0.053 0.119 -0.12
C -4.791177 -0.024518 -1.244080 0.011 -0.004 0.006 -1.02
N -4.129717 0.951347 -0.378834 -0.027 0.010 0.022 0.20
C -4.830975 2.213469 -0.179921 -0.004 -0.001 0.003 -0.99
C -2.873988 0.756323 -0.040754 -0.088 -0.101 0.003 0.82
O -2.288313 -0.314559 -0.337411 0.114 0.139 -0.098 -0.47
C -2.101706 1.746513 0.796372 0.041 0.001 0.017 -1.24
O -0.720322 1.572201 0.494647 0.019 -0.014 -0.025 -0.13
C -0.114789 2.679011 -0.178727 -0.024 0.015 0.036 -1.51
C -0.633038 2.765505 -1.614415 0.007 -0.066 -0.021 1.00
O -1.708132 2.232092 -1.874446 -0.005 0.018 0.005 -0.66
N 0.112760 3.436220 -2.501517 0.014 0.002 0.005 0.10
C -0.283464 3.461609 -3.903045 -0.004 0.007 0.011 -1.05
C 1.426258 3.981477 -2.188012 -0.012 0.004 -0.009 -0.92
H -4.627227 0.237410 -2.290334 -0.008 -0.007 -0.002 0.29
H -5.856670 -0.013877 -1.028219 -0.001 -0.001 -0.002 0.39
H -4.387445 -1.013372 -1.056315 0.002 0.000 0.000 0.29
H -4.758866 2.833385 -1.074800 0.011 0.006 0.001 0.30
H -4.438526 2.757702 0.672654 0.000 -0.006 0.008 0.37
H -5.878017 1.998207 0.022025 0.000 0.004 -0.013 0.38
H -2.251367 1.494435 1.850961 -0.006 0.003 -0.001 0.24
H -2.398220 2.774569 0.619604 -0.004 -0.002 -0.010 0.85
H 0.954424 2.512265 -0.128907 0.001 0.003 -0.006 0.53
H -0.351848 3.598534 0.364200 0.004 0.007 0.000 0.67
H -1.259823 3.000888 -4.003977 0.000 -0.001 -0.001 0.30
H 0.440153 2.908178 -4.504050 0.000 0.001 -0.001 0.36
H -0.324442 4.491824 -4.256532 0.001 -0.001 -0.004 0.34
H 1.459323 4.392561 -1.181724 0.003 0.002 0.001 0.38
H 1.630058 4.798777 -2.876628 0.004 -0.001 0.002 0.33
H 2.211714 3.230178 -2.300809 0.000 -0.002 0.005 0.27
O 3.162779 0.446514 0.134172 0.003 0.025 0.022 -0.65
Cl 2.318498 -0.392881 -0.631896 -0.090 -0.001 -0.046 1.95
O 2.944102 -0.949112 -1.757812 0.011 -0.002 0.029 -0.63
O 1.097733 0.383957 -1.037351 0.024 -0.077 -0.076 -0.62
O 1.694181 -1.425051 0.223033 -0.019 0.059 -0.040 -0.57
O -0.496448 -1.739283 -1.896273 0.008 0.013 0.041 -0.59
C -0.667058 -2.786673 -1.239323 0.001 -0.002 -0.035 1.02
N -0.769702 -2.645900 0.097262 0.016 -0.064 -0.020 0.51
C -0.801109 -3.904714 0.706726 0.049 0.018 0.029 0.08
O -0.824307 -4.117111 1.890608 -0.032 0.000 -0.005 -0.64
C -0.790634 -4.905750 -0.419358 -0.022 -0.010 0.008 0.10
C -0.827526 -6.281321 -0.387774 -0.011 0.014 0.001 -0.49
C -0.787737 -6.947272 -1.612192 0.005 -0.004 -0.009 -0.49
C -0.708854 -6.250807 -2.814009 -0.003 -0.008 0.002 -0.59
C -0.666288 -4.858700 -2.838921 0.013 0.007 0.007 -0.46
C -0.712169 -4.211702 -1.622546 -0.013 -0.005 -0.003 0.26
H -0.880312 -6.818227 0.549640 0.000 -0.001 0.000 0.51
H -0.813747 -8.028624 -1.630885 0.001 -0.001 -0.001 0.41
H -0.675402 -6.802459 -3.743740 -0.002 0.000 0.000 0.43
H -0.596535 -4.310839 -3.768681 -0.001 0.000 -0.001 0.54
Se -3.321815 -2.352592 3.713516 -0.005 -0.004 0.013 0.30
N -2.029738 -2.192859 4.897118 0.000 0.004 -0.005 -0.81
C -1.042382 -1.564296 4.286609 0.003 -0.005 -0.004 0.46
C 0.188891 -1.187745 4.893060 -0.001 -0.004 0.009 -0.51
C 1.079919 -0.507520 4.130525 -0.002 -0.003 -0.004 -1.03
C 0.796557 -0.251182 2.760243 0.011 -0.050 0.004 -0.11
N -0.307024 -0.598405 2.146475 -0.009 0.020 0.049 0.93
C -1.277824 -1.214911 2.910063 -0.007 -0.001 -0.004 0.37
N -2.459875 -1.515911 2.421449 0.009 0.003 -0.008 -0.21
H 0.376852 -1.441226 5.927484 0.002 -0.001 -0.001 0.49
H 2.031181 -0.180759 4.524397 -0.001 0.000 0.002 0.46
H 1.555304 0.236761 2.160053 -0.001 0.005 -0.003 0.29
```
Positions in Å, forces in eV/Å.